The following is a DFT calculation (wB97M-V/def2-TZVPD) of a molecular structure, C22H43N5O2Si2.

Geometry (Å):
O 5.050 -0.294 1.535
C 4.426 0.697 1.229
C 3.197 0.693 0.368
Si 2.155 -0.861 0.611
O 0.556 -0.494 0.432
Si -0.375 0.519 1.337
H 4.770 1.690 1.594
H 3.542 0.684 -0.674
H 2.623 1.610 0.521
H 2.381 -1.405 1.966
H 2.500 -1.859 -0.412
H -1.754 0.005 1.360
H -0.327 1.885 0.768
H 0.175 0.584 2.715
C -2.830 -1.761 -1.378
C -3.250 -3.184 -1.043
C -4.476 -3.226 -0.123
C -4.248 -2.539 1.151
N -4.066 -2.002 2.149
H -2.533 -1.214 -0.484
H -1.982 -1.757 -2.063
H -3.642 -1.210 -1.854
H -2.427 -3.721 -0.567
H -3.503 -3.735 -1.952
H -4.773 -4.252 0.099
H -5.325 -2.739 -0.610
C 5.653 -3.597 0.555
C 5.628 -4.259 -0.814
C 6.168 -3.328 -1.907
C 5.382 -2.098 -2.010
N 4.732 -1.156 -2.085
H 5.002 -2.723 0.594
H 5.325 -4.291 1.330
H 6.668 -3.276 0.783
H 4.614 -4.572 -1.073
H 6.251 -5.155 -0.815
H 6.160 -3.815 -2.883
H 7.201 -3.053 -1.680
C -6.783 2.117 -3.332
C -6.815 1.407 -1.988
C -5.724 1.902 -1.033
C -4.375 1.689 -1.561
N -3.326 1.494 -1.983
H -5.854 1.923 -3.871
H -7.611 1.789 -3.959
H -6.884 3.195 -3.198
H -6.709 0.328 -2.125
H -7.777 1.580 -1.505
H -5.786 1.397 -0.067
H -5.849 2.972 -0.849
C 9.576 -0.974 3.189
C 9.093 -2.248 3.867
C 9.720 -3.513 3.269
C 9.388 -3.665 1.851
N 9.067 -3.765 0.754
H 9.298 -0.963 2.134
H 9.134 -0.096 3.658
H 10.662 -0.880 3.253
H 8.007 -2.323 3.794
H 9.341 -2.228 4.930
H 9.369 -4.406 3.789
H 10.808 -3.486 3.363
C -7.973 6.579 0.633
C -7.150 6.660 -0.644
C -7.995 6.463 -1.908
C -8.647 5.152 -1.938
N -9.132 4.112 -1.951
H -8.435 5.597 0.742
H -7.349 6.756 1.508
H -8.770 7.326 0.635
H -6.355 5.911 -0.630
H -6.663 7.634 -0.721
H -7.379 6.548 -2.806
H -8.772 7.227 -1.972

Summary:
Electronic energy = -1867.338892 hartree
Total charge = 0
LUMO = 0.640 eV